No. 1
Entry from the Open Molecules 2025 dataset: C32H56EuN3OP2 as an isolated structure (ωB97M-V/def2-TZVPD).

Atoms and positions in Å:
C 0.59 2.76 0.11
C 1.11 1.23 -1.65
C 1.21 3.80 -0.55
C 2.08 2.20 -2.15
C 2.04 3.53 -1.65
H 1.07 4.81 -0.21
H 2.78 1.97 -2.95
H 2.61 4.31 -2.16
N 0.52 1.52 -0.43
P -0.42 1.57 2.45
P -0.60 -0.85 -2.29
C -0.11 3.07 1.43
H 0.46 3.77 2.05
H -1.08 3.52 1.22
C 0.89 0.07 -2.38
H 1.65 -0.20 -3.12
C -0.25 -2.70 -2.71
C -1.17 0.08 -3.79
C 1.22 1.36 3.31
C -1.84 2.03 3.57
C -0.32 -3.56 -1.43
H -1.26 -3.38 -0.87
H -0.32 -4.63 -1.73
H 0.53 -3.42 -0.76
C -1.37 -3.20 -3.63
H -2.36 -3.00 -3.19
H -1.33 -2.75 -4.63
H -1.28 -4.29 -3.75
C 1.13 -2.86 -3.33
H 1.26 -3.93 -3.61
H 1.25 -2.28 -4.25
H 1.91 -2.57 -2.61
C -2.64 -0.32 -3.99
H -3.19 -0.18 -3.04
H -3.04 0.36 -4.76
H -2.76 -1.36 -4.32
C -1.12 1.58 -3.48
H -1.59 1.78 -2.51
H -0.10 1.97 -3.47
H -1.66 2.10 -4.27
C -0.33 -0.23 -5.04
H 0.73 0.05 -4.92
H -0.39 -1.29 -5.35
H -0.75 0.41 -5.84
C -2.05 0.91 4.62
H -2.92 1.18 5.23
H -2.25 -0.07 4.16
H -1.19 0.80 5.29
C -3.08 2.15 2.65
H -2.97 2.98 1.94
H -3.28 1.23 2.08
H -3.95 2.36 3.29
C -1.65 3.37 4.28
H -1.44 4.19 3.57
H -2.59 3.59 4.79
H -0.86 3.35 5.04
C 2.42 1.79 2.43
H 2.40 2.87 2.25
H 3.33 1.57 2.99
H 2.46 1.28 1.46
C 1.34 -0.15 3.65
H 1.49 -0.77 2.74
H 2.22 -0.30 4.30
H 0.45 -0.53 4.18
C 1.30 2.22 4.58
H 1.21 3.28 4.34
H 0.56 1.93 5.35
H 2.30 2.06 5.02
Eu -0.69 -0.66 0.66
C -2.46 0.54 -0.47
O -3.40 1.10 -0.82
N 1.67 -1.60 0.34
C 2.56 -1.52 -0.43
C 4.01 -1.34 -0.95
C 4.17 -1.01 -2.45
C 4.60 -0.15 -0.17
C 4.55 -2.73 -0.62
H 3.59 -1.69 -3.07
H 3.82 0.01 -2.65
H 5.23 -1.07 -2.74
H 4.35 -0.20 0.89
H 5.70 -0.07 -0.25
H 4.16 0.77 -0.58
H 5.65 -2.87 -0.79
H 4.24 -2.90 0.44
H 4.00 -3.47 -1.28
C -5.33 -2.68 3.23
C -4.82 -3.14 1.86
C -3.53 -2.56 1.50
N -2.50 -2.11 1.20
H -4.66 -3.02 4.02
H -6.32 -3.09 3.42
H -5.40 -1.59 3.27
H -4.68 -4.24 1.85
H -5.53 -2.87 1.06

Values from the calculation:
⟨S²⟩	15.76
E_HOMO (spin up / spin down)	-8.18 / -8.19	eV
spin multiplicity	8
total energy	-2885.2320	Ha
net charge	+1
gap between HOMO and LUMO (spin up / spin down)	0.2172 / 0.2210	Ha

***

No. 2
Entry from the Open Molecules 2025 dataset: a 7-piece molecular cluster, C32H56N3O19 overall (ωB97M-V/def2-TZVPD).

Atoms and positions in Å:
C 6.33 0.16 -1.80
C 6.34 0.83 -3.33
O 6.54 2.27 -3.14
C 5.46 3.06 -3.80
C 4.13 3.29 -2.88
C 3.09 2.02 -2.83
C 1.90 2.21 -1.67
N 0.77 1.21 -1.82
C 1.09 0.01 -2.67
N 2.07 -0.98 -2.02
C 1.56 0.53 -4.16
N 2.36 1.82 -4.14
H 5.26 0.08 -1.33
H 6.86 -0.88 -1.76
H 6.94 0.92 -1.11
H 5.30 0.63 -3.89
H 7.16 0.29 -3.97
H 5.94 4.14 -3.98
H 5.22 2.66 -4.90
H 4.49 3.67 -1.83
H 3.52 4.19 -3.38
H 3.69 1.06 -2.48
H 1.50 3.31 -1.62
H 2.45 1.99 -0.64
H -0.06 1.70 -2.28
H 0.51 0.91 -0.83
H 0.09 -0.63 -2.85
H 2.73 -1.38 -2.73
H 2.63 -0.46 -1.31
H 2.09 -0.33 -4.77
H 0.55 0.77 -4.75
H 3.03 1.89 -4.94
C -0.39 -2.31 0.10
C -1.30 -1.70 1.14
C -2.41 -2.60 1.57
O -3.42 -1.69 1.96
C -3.21 -0.55 1.24
O -4.00 0.38 1.17
O -1.99 -0.58 0.62
H 0.01 -3.27 0.43
H -0.92 -2.45 -0.85
H 0.44 -1.63 -0.12
H -0.71 -1.36 2.01
H -2.13 -3.25 2.41
H -2.81 -3.23 0.76
C 0.39 -5.74 -4.45
C 0.72 -5.35 -3.02
C 1.42 -6.43 -2.26
O 1.04 -6.16 -0.92
C -0.17 -5.53 -0.98
O -0.90 -5.34 -0.02
O -0.46 -5.15 -2.26
H 1.28 -6.06 -4.99
H -0.36 -6.54 -4.48
H -0.05 -4.88 -4.98
H 1.30 -4.41 -3.00
H 2.51 -6.38 -2.36
H 1.08 -7.44 -2.52
C -5.24 2.28 3.02
C -6.14 2.89 4.07
C -7.26 1.98 4.49
O -8.27 2.90 4.89
C -8.05 4.04 4.17
O -8.84 4.96 4.09
O -6.84 4.01 3.54
H -4.83 1.32 3.35
H -5.77 2.13 2.07
H -4.40 2.95 2.80
H -5.55 3.23 4.93
H -6.97 1.34 5.33
H -7.65 1.36 3.68
C -11.68 0.37 5.83
C -10.84 -0.67 5.11
C -10.61 -1.91 5.92
O -9.37 -2.38 5.42
C -8.70 -1.28 4.97
O -7.52 -1.28 4.66
O -9.52 -0.19 4.91
H -12.64 -0.05 6.15
H -11.15 0.77 6.70
H -11.88 1.22 5.17
H -11.28 -0.90 4.13
H -11.40 -2.66 5.76
H -10.51 -1.73 6.99
C 10.54 4.96 -6.18
C 9.30 5.83 -6.26
C 8.87 6.38 -4.94
O 7.47 6.54 -5.11
C 7.09 5.62 -6.04
O 5.93 5.33 -6.29
O 8.18 5.06 -6.66
H 11.37 5.50 -5.71
H 10.35 4.04 -5.62
H 10.85 4.65 -7.18
H 9.45 6.63 -7.00
H 9.34 7.34 -4.71
H 9.04 5.70 -4.10
C -0.49 -4.09 5.78
C 0.80 -3.55 5.20
C 1.21 -2.23 5.78
O 1.95 -1.64 4.73
C 1.46 -2.17 3.57
O 1.71 -1.74 2.45
O 0.64 -3.24 3.82
H -0.44 -4.16 6.87
H -1.34 -3.45 5.51
H -0.70 -5.08 5.37
H 1.60 -4.29 5.29
H 1.84 -2.35 6.67
H 0.37 -1.57 6.02

Values from the calculation:
E_HOMO	-11.50	eV
total energy	-2846.4684	Ha
net charge	+1
gap between HOMO and LUMO	0.3238	Ha